Molecular formula: C56H110Cl12F16O2
Method: DFT, ωB97M-V/def2-TZVPD

Calculated values
- Lowest unoccupied orbital energy: -0.10 eV
- HOMO: -10.63 eV

ORCA input file:
```
! wB97M-V def2-TZVPD RIJCOSX def2/J DEFGRID3
* xyz 0 1
C 0.010 -0.174 -1.050
C -1.186 -0.083 -0.100
C -1.602 -1.475 0.456
F -2.690 -1.401 1.174
F -1.911 -2.382 -0.497
F -0.832 0.797 0.895
F -2.154 0.558 -0.758
O 1.213 -0.719 -0.444
C 2.197 -1.261 -1.332
C 3.347 -1.853 -0.447
F 3.103 -2.741 0.508
F 4.326 -2.447 -1.163
F 1.709 -2.215 -2.086
F 2.615 -0.300 -2.082
H 0.218 0.812 -1.463
H -0.241 -0.900 -1.824
H -0.854 -1.891 1.130
H 3.857 -1.083 0.132
C -0.013 -0.917 7.440
C 0.243 0.063 8.629
C 1.616 0.744 8.582
F 2.080 0.981 7.348
F 1.732 1.937 9.250
F -0.708 1.003 8.593
F 0.039 -0.499 9.838
O 0.922 -2.025 7.493
C 1.487 -2.568 6.293
C 2.563 -3.524 6.755
F 3.152 -4.220 5.814
F 3.519 -2.919 7.530
F 0.519 -3.067 5.484
F 1.938 -1.575 5.586
H -0.039 -0.388 6.487
H -0.979 -1.366 7.668
H 2.288 0.061 9.103
H 2.101 -4.239 7.437
C -3.352 -7.439 1.942
C -4.879 -7.311 1.626
C -5.131 -7.690 0.123
C -6.636 -7.674 -0.196
C -6.897 -7.730 -1.739
C -8.355 -7.849 -2.239
H -3.001 -8.446 1.717
H -3.126 -7.301 2.999
H -2.736 -6.857 1.257
H -5.405 -8.017 2.269
H -5.079 -6.272 1.889
H -4.761 -8.691 -0.098
H -4.682 -6.893 -0.471
H -7.144 -8.541 0.226
H -7.100 -6.755 0.163
H -6.533 -6.815 -2.205
H -6.269 -8.522 -2.148
H -9.022 -7.058 -1.894
H -8.447 -7.977 -3.317
H -8.808 -8.715 -1.756
C 10.255 8.498 -1.890
C 10.395 7.834 -0.497
C 11.247 6.514 -0.482
C 10.690 5.305 -1.235
C 9.199 5.050 -0.846
C 8.602 3.801 -1.404
H 11.198 8.586 -2.428
H 9.818 9.497 -1.895
H 9.627 7.876 -2.527
H 10.786 8.622 0.146
H 9.392 7.706 -0.090
H 11.308 6.252 0.575
H 12.277 6.819 -0.668
H 10.771 5.480 -2.308
H 11.371 4.469 -1.078
H 8.973 4.977 0.218
H 8.543 5.797 -1.292
H 8.648 3.873 -2.490
H 9.201 2.953 -1.070
H 7.567 3.611 -1.117
C -10.176 -5.268 -9.839
C -9.738 -4.478 -8.591
C -8.201 -4.252 -8.486
C -7.959 -3.320 -7.300
C -6.473 -3.067 -6.941
C -6.411 -2.316 -5.639
H -9.822 -6.298 -9.886
H -9.850 -4.807 -10.772
H -11.262 -5.238 -9.928
H -10.225 -3.504 -8.635
H -10.191 -5.006 -7.752
H -7.823 -3.805 -9.406
H -7.669 -5.190 -8.329
H -8.412 -2.352 -7.512
H -8.534 -3.669 -6.442
H -5.928 -3.984 -6.716
H -5.990 -2.455 -7.702
H -6.854 -2.828 -4.785
H -5.373 -2.172 -5.341
H -6.894 -1.339 -5.618
C 4.087 9.232 0.999
C 2.698 9.837 1.089
C 2.016 9.500 2.394
C 1.254 8.120 2.376
C 0.546 7.772 3.763
C -0.312 6.545 3.717
H 4.028 8.331 0.389
H 4.521 8.781 1.892
H 4.800 9.915 0.536
H 2.818 10.918 1.017
H 2.107 9.491 0.240
H 1.225 10.235 2.545
H 2.744 9.642 3.192
H 0.353 8.155 1.763
H 1.882 7.261 2.139
H 1.371 7.656 4.466
H -0.176 8.528 4.070
H -1.175 6.650 3.059
H 0.160 5.646 3.321
H -0.647 6.277 4.718
C -0.248 1.946 -7.226
C -1.528 2.526 -7.752
C -1.785 3.939 -7.312
C -3.055 4.510 -7.947
C -3.484 5.793 -7.184
C -4.683 6.439 -7.908
H -0.193 1.885 -6.139
H 0.560 2.592 -7.570
H -0.065 0.930 -7.576
H -1.590 2.421 -8.835
H -2.364 1.883 -7.479
H -0.962 4.574 -7.639
H -1.852 3.945 -6.224
H -2.892 4.686 -9.011
H -3.867 3.783 -7.919
H -3.745 5.580 -6.147
H -2.674 6.523 -7.165
H -4.481 6.746 -8.934
H -5.531 5.757 -7.975
H -5.070 7.289 -7.347
C 11.461 -2.769 -0.696
C 11.843 -4.114 -0.068
C 12.151 -4.060 1.465
C 10.981 -3.557 2.390
C 9.622 -4.325 2.337
C 9.482 -5.497 3.291
H 11.718 -2.761 -1.755
H 11.948 -1.877 -0.301
H 10.394 -2.563 -0.612
H 11.099 -4.884 -0.272
H 12.770 -4.534 -0.460
H 12.958 -3.356 1.673
H 12.498 -5.033 1.811
H 11.374 -3.390 3.393
H 10.742 -2.576 1.980
H 8.787 -3.631 2.428
H 9.437 -4.737 1.345
H 8.439 -5.808 3.355
H 10.083 -6.373 3.048
H 9.821 -5.113 4.253
C -5.993 1.420 6.727
C -6.039 -0.011 6.183
C -6.360 -0.966 7.341
C -6.266 -2.423 6.820
C -6.200 -3.381 7.990
C -6.170 -4.845 7.654
H -5.808 2.168 5.955
H -5.117 1.529 7.366
H -6.889 1.705 7.277
H -6.824 -0.112 5.434
H -5.072 -0.204 5.718
H -7.348 -0.745 7.745
H -5.585 -0.850 8.098
H -7.120 -2.699 6.202
H -5.347 -2.590 6.258
H -5.286 -3.154 8.539
H -7.010 -3.233 8.704
H -5.379 -5.117 6.955
H -5.993 -5.408 8.570
H -7.099 -5.183 7.195
C -5.381 6.255 -0.240
Cl -5.378 7.416 1.142
Cl -3.788 6.346 -0.934
Cl -6.605 6.783 -1.404
H -5.527 5.220 0.068
C 2.888 6.139 -3.707
Cl 1.443 6.928 -4.368
Cl 3.763 5.153 -4.905
Cl 2.418 5.191 -2.269
H 3.568 6.918 -3.360
C 5.334 -8.369 0.251
Cl 6.869 -9.041 -0.510
Cl 4.819 -9.232 1.745
Cl 4.047 -8.603 -0.926
H 5.463 -7.297 0.401
C -9.043 -2.334 0.957
Cl -10.077 -2.942 2.246
Cl -8.871 -0.567 1.152
Cl -9.701 -2.742 -0.644
H -8.036 -2.740 1.050
*
```